Entry 1:
{"formula": "C25H19B4NO33V", "method": "ωB97M-V with the def2-TZVPD basis set", "s2": 3.753, "orbital_gap_ha": 0.2790, "charge": -2, "energy_ev": -123708.6256, "spin_multiplicity": 4, "homo_energy_ev": -4.971, "elements": ["V", "O", "C", "O", "B", "O", "C", "O", "O", "C", "O", "C", "O", "O", "O", "C", "O", "B", "O", "C", "O", "O", "C", "O", "C", "O", "O", "O", "C", "O", "B", "O", "C", "O", "O", "C", "O", "C", "O", "O", "O", "C", "O", "B", "O", "C", "O", "O", "C", "O", "C", "O", "O", "C", "C", "C", "C", "C", "C", "N", "O", "C", "C", "C", "H", "H", "H", "H", "H", "H", "H", "H", "H", "H", "H", "H", "H", "H", "H", "H", "H", "H", "H"], "coordinates": [[-7.72214, 20.36308, 5.71998], [-5.36935, 19.20627, -1.53396], [-4.97826, 19.32589, -0.41330], [-5.49969, 20.12777, 0.52524], [-4.61765, 20.01352, 1.71537], [-3.76332, 18.89192, 1.47073], [-3.81395, 18.49702, 0.19806], [-3.12203, 17.70789, -0.39743], [-5.46926, 19.81188, 2.98704], [-5.21490, 20.78060, 3.78962], [-5.74936, 20.93998, 4.90216], [-4.24510, 21.78468, 3.10153], [-3.92331, 21.26716, 1.95154], [-3.89094, 22.84633, 3.53240], [-12.40981, 21.82796, -1.08345], [-12.01406, 21.05953, -0.22574], [-12.37830, 20.98956, 1.02911], [-11.61557, 19.93476, 1.68695], [-10.96133, 19.19956, 0.58645], [-11.00862, 19.94498, -0.49422], [-10.37508, 19.80295, -1.52222], [-10.61680, 20.62229, 2.61512], [-10.54462, 19.87811, 3.67359], [-9.77021, 20.07227, 4.59682], [-11.75884, 18.81924, 3.70900], [-12.37507, 19.00995, 2.52321], [-12.09272, 18.03396, 4.52968], [-8.26715, 22.50450, 4.85643], [-8.33848, 22.90424, 3.71844], [-7.53288, 22.64049, 2.67929], [-8.00288, 23.31978, 1.41062], [-9.10942, 24.15399, 1.93749], [-9.29912, 23.98426, 3.21300], [-10.15124, 24.46934, 3.91607], [-8.42802, 22.42440, 0.33456], [-7.50452, 22.49582, -0.64551], [-7.50038, 21.74619, -1.57413], [-6.45285, 23.51667, -0.23083], [-6.92961, 24.08251, 0.82469], [-5.42586, 23.77643, -0.81400], [-5.51017, 16.50835, 4.51978], [-6.37702, 16.77551, 3.71444], [-6.54003, 16.29199, 2.52144], [-7.81584, 16.72123, 1.93037], [-8.33976, 17.70596, 2.89470], [-7.59329, 17.65219, 3.94192], [-7.73750, 18.24193, 5.01086], [-8.68959, 15.52340, 1.82856], [-9.07258, 15.42672, 0.53187], [-9.81772, 14.64193, 0.01841], [-8.34838, 16.51889, -0.27310], [-7.64506, 17.19178, 0.57341], [-8.36020, 16.68918, -1.46660], [-9.63520, 22.05616, 9.87890], [-8.48959, 22.18207, 8.81778], [-7.30074, 22.90619, 9.50737], [-6.63956, 22.01262, 10.58661], [-6.22319, 20.71849, 9.89856], [-7.27838, 19.97511, 9.05141], [-8.04787, 20.90104, 8.23942], [-9.11743, 20.21795, 7.48678], [-6.41156, 19.11586, 8.04852], [-8.19665, 19.06732, 9.95605], [-8.94972, 23.21703, 7.75414], [-9.40177, 21.45296, 10.75532], [-10.53133, 21.69980, 9.36511], [-9.93108, 23.02575, 10.28148], [-6.56636, 23.30162, 8.80312], [-7.75689, 23.80300, 9.92798], [-7.34935, 21.88576, 11.40581], [-5.75202, 22.47417, 11.02022], [-5.96240, 19.95952, 10.63805], [-5.32930, 21.00168, 9.34160], [-6.85188, 18.31478, 7.45134], [-6.04886, 19.83474, 7.30506], [-5.53189, 18.71539, 8.55174], [-7.75764, 18.91697, 10.94058], [-9.26506, 19.14504, 9.77857], [-7.96881, 18.08184, 9.53654], [-8.16745, 23.33893, 7.00758], [-9.00361, 24.20271, 8.21627], [-9.92911, 22.90966, 7.39212], [-9.76484, 20.03532, 8.17835]]}

=====

Entry 2:
{"formula": "C6H13N", "method": "ωB97M-V with the def2-TZVPD basis set", "orbital_gap_ha": 0.3567, "charge": 0, "energy_ev": -7921.6943, "smiles": "C=CCCCNC", "homo_energy_ev": -8.568, "elements": ["C", "C", "C", "C", "C", "N", "C", "H", "H", "H", "H", "H", "H", "H", "H", "H", "H", "H", "H", "H"], "coordinates": [[1.96083, 0.09573, 2.67912], [1.65049, 0.67833, 1.53566], [0.26866, 0.71236, 0.90809], [0.37289, 0.88119, -0.59970], [-0.94911, 0.63715, -1.37704], [-1.76296, -0.47900, -0.93925], [-1.42875, -1.77250, -1.51360], [2.96223, 0.08796, 3.08905], [1.19654, -0.39437, 3.27706], [2.43715, 1.13039, 0.94448], [-0.26983, -0.16591, 1.24619], [-0.21977, 1.58368, 1.36346], [0.75691, 1.88243, -0.79349], [1.06241, 0.13430, -1.00382], [-0.69687, 0.43058, -2.41260], [-1.53801, 1.55536, -1.39075], [-1.78866, -0.56436, 0.06652], [-0.91256, -1.67127, -2.47036], [-0.77803, -2.39505, -0.89324], [-2.32355, -2.36699, -1.71578]]}

=====

Entry 3:
{"formula": "C9H11NO2S", "method": "ωB97M-V with the def2-TZVPD basis set", "orbital_gap_ha": 0.3260, "charge": 0, "energy_ev": -25931.6367, "smiles": "CSc1cccc(NCC(=O)O)c1", "homo_energy_ev": -8.362, "elements": ["C", "S", "C", "C", "C", "C", "C", "N", "C", "C", "O", "O", "C", "H", "H", "H", "H", "H", "H", "H", "H", "H", "H", "H"], "coordinates": [[-2.24277, -2.44065, -3.21271], [-1.57976, -0.74898, -3.11207], [-0.78547, -0.91043, -1.51654], [-0.74760, -2.02030, -0.68534], [-0.01830, -1.95046, 0.50637], [0.49545, -0.72180, 0.92108], [0.35359, 0.40752, 0.10130], [0.87501, 1.66800, 0.53845], [1.95601, 1.73176, 1.43913], [1.48779, 1.76906, 2.88235], [2.15191, 1.31568, 3.80908], [0.24504, 2.25195, 3.08145], [-0.23580, 0.30029, -1.12788], [-2.80427, -2.67382, -2.36449], [-2.84572, -2.43390, -4.14362], [-1.53172, -3.26273, -3.27756], [-1.07491, -3.04555, -0.91724], [0.12815, -2.86850, 1.12870], [0.94569, -0.66832, 1.92943], [0.88705, 2.38568, -0.21454], [2.67944, 0.92153, 1.31074], [2.51364, 2.64112, 1.23334], [-0.03094, 2.62079, 2.16205], [-0.46842, 1.16029, -1.79381]]}